{"formula": "C48H42BrCl3InN5O3S3", "method": "the ωB97M-V functional and the def2-TZVPD basis", "homo_ev": -1.85, "de_lowest_ev": 2.9313, "charge": -2, "symbols": ["In", "Cl", "C", "C", "C", "Cl", "C", "O", "C", "Cl", "C", "H", "H", "S", "C", "S", "C", "C", "N", "C", "N", "C", "O", "C", "C", "C", "Br", "C", "C", "C", "O", "C", "N", "C", "C", "C", "C", "C", "C", "N", "H", "H", "H", "H", "H", "H", "H", "H", "H", "H", "H", "S", "C", "C", "C", "C", "C", "C", "H", "H", "H", "H", "H", "C", "C", "C", "C", "C", "C", "C", "C", "N", "C", "C", "C", "C", "C", "C", "C", "C", "C", "C", "H", "H", "H", "H", "H", "H", "H", "H", "H", "H", "H", "H", "H", "H", "H", "H", "H", "H", "H", "H", "H", "H", "H", "H"], "xyz": [[0.56, 0.66, -0.22], [4.01, -5.06, -4.81], [3.39, -3.97, -3.58], [2.49, -2.98, -3.93], [2.00, -2.12, -2.96], [0.84, -0.91, -3.43], [2.39, -2.17, -1.57], [1.98, -1.39, -0.65], [3.32, -3.22, -1.31], [3.87, -3.40, 0.33], [3.81, -4.10, -2.27], [2.16, -2.87, -4.95], [4.51, -4.87, -1.98], [-2.23, 4.70, -1.10], [-0.72, 4.93, -0.10], [-0.46, 3.89, 1.16], [0.05, 6.04, -0.45], [-0.22, 6.88, -1.57], [-0.44, 7.57, -2.47], [1.18, 6.42, 0.36], [2.08, 6.76, 1.00], [-1.90, 1.07, 2.91], [-2.03, 0.56, 1.58], [-3.09, -0.19, 1.30], [-4.11, -0.48, 2.18], [-5.19, -1.25, 1.74], [-6.60, -1.63, 2.95], [-5.27, -1.73, 0.46], [-4.22, -1.46, -0.44], [-3.13, -0.69, -0.03], [-2.10, -0.39, -0.81], [-4.23, -1.99, -1.80], [-3.33, -1.70, -2.71], [-3.69, -2.42, -3.84], [-3.07, -2.49, -5.08], [-3.65, -3.29, -6.05], [-4.82, -4.02, -5.78], [-5.44, -3.97, -4.54], [-4.85, -3.16, -3.58], [-5.17, -2.86, -2.27], [-1.79, 0.25, 3.62], [-2.75, 1.70, 3.17], [-0.98, 1.66, 2.91], [-4.08, -0.13, 3.20], [-6.13, -2.30, 0.15], [-2.27, -0.75, -1.71], [-2.16, -1.93, -5.27], [-3.20, -3.37, -7.03], [-5.25, -4.65, -6.56], [-6.33, -4.55, -4.34], [-5.93, -3.24, -1.74], [-1.90, 2.88, -1.97], [-1.76, 3.21, -3.71], [-2.01, 2.12, -4.54], [-2.04, 2.29, -5.92], [-1.81, 3.54, -6.48], [-1.50, 4.61, -5.65], [-1.47, 4.45, -4.27], [-2.20, 1.15, -4.10], [-2.26, 1.43, -6.55], [-1.87, 3.67, -7.55], [-1.28, 5.58, -6.07], [-1.22, 5.29, -3.64], [1.06, -2.80, 6.01], [0.68, -2.44, 4.58], [-0.23, -3.22, 3.89], [-0.54, -2.88, 2.56], [-1.49, -3.74, 1.76], [0.05, -1.78, 1.98], [0.97, -0.92, 2.65], [1.27, -1.33, 3.99], [1.44, 0.18, 2.00], [2.64, 0.89, 2.43], [3.85, -0.05, 2.60], [5.12, 0.74, 2.93], [5.44, 1.71, 1.78], [4.26, 2.68, 1.61], [4.06, 3.49, 2.90], [3.74, 2.52, 4.04], [4.90, 1.54, 4.22], [2.46, 1.74, 3.71], [2.99, 1.88, 1.31], [0.32, -3.48, 6.44], [1.12, -1.91, 6.64], [2.03, -3.29, 6.05], [-0.67, -4.10, 4.35], [-1.73, -4.66, 2.28], [-1.05, -3.99, 0.79], [-2.43, -3.21, 1.56], [-0.16, -1.59, 0.93], [1.96, -0.75, 4.59], [3.97, -0.62, 1.66], [3.66, -0.78, 3.39], [5.96, 0.05, 3.06], [5.59, 1.15, 0.86], [6.36, 2.27, 2.00], [4.47, 3.37, 0.78], [3.24, 4.20, 2.76], [4.97, 4.06, 3.13], [3.59, 3.08, 4.97], [4.69, 0.85, 5.05], [5.82, 2.09, 4.48], [1.63, 2.44, 3.53], [2.18, 1.12, 4.56], [3.14, 1.31, 0.38], [2.15, 2.56, 1.17]]}

=====

{"formula": "C48H43CdN10O5S5", "method": "the ωB97M-V functional and the def2-TZVPD basis", "homo_ev": -3.80, "de_lowest_ev": 3.5677, "charge": -1, "symbols": ["Cd", "C", "N", "C", "C", "C", "C", "C", "C", "N", "C", "C", "C", "C", "C", "C", "N", "C", "C", "C", "C", "C", "N", "H", "H", "H", "H", "H", "H", "H", "H", "H", "H", "H", "H", "H", "H", "H", "H", "H", "H", "N", "C", "C", "C", "C", "C", "C", "S", "O", "O", "N", "C", "S", "C", "C", "N", "H", "H", "H", "H", "H", "H", "H", "H", "C", "O", "C", "S", "S", "H", "H", "H", "O", "C", "O", "C", "C", "C", "C", "S", "C", "C", "H", "H", "H", "H", "H", "N", "C", "C", "C", "C", "C", "C", "N", "C", "C", "C", "C", "N", "C", "C", "H", "H", "H", "H", "H", "H", "H", "H", "H"], "xyz": [[0.97, 0.02, 0.35], [-0.72, -2.79, -0.47], [-0.99, -1.97, 0.70], [-2.44, -1.66, 0.73], [-2.91, -0.77, 1.82], [-3.89, -1.05, 2.73], [-4.59, -0.07, 3.43], [-4.46, 1.25, 2.93], [-3.51, 1.60, 2.05], [-2.41, 0.65, 1.80], [-0.58, -2.63, 1.92], [0.91, -2.88, 1.99], [1.39, -3.89, 2.82], [2.75, -4.11, 2.91], [3.60, -3.32, 2.15], [3.05, -2.34, 1.36], [1.73, -2.12, 1.27], [-0.75, -1.99, -1.74], [-1.41, -2.44, -2.87], [-1.39, -1.67, -4.02], [-0.74, -0.45, -3.99], [-0.12, -0.06, -2.82], [-0.10, -0.82, -1.72], [-1.42, -3.64, -0.54], [0.29, -3.21, -0.37], [-3.01, -2.60, 0.81], [-2.68, -1.22, -0.25], [-4.17, -2.10, 2.84], [-5.36, -0.33, 4.15], [-5.21, 2.00, 3.18], [-3.44, 2.52, 1.49], [-1.10, -3.59, 2.06], [-0.87, -1.99, 2.76], [0.69, -4.48, 3.40], [3.14, -4.88, 3.56], [4.68, -3.43, 2.21], [3.68, -1.67, 0.79], [-1.94, -3.39, -2.84], [-1.90, -2.00, -4.91], [-0.73, 0.21, -4.85], [0.39, 0.89, -2.75], [3.54, 4.58, 7.67], [3.48, 3.52, 6.78], [3.41, 2.20, 7.24], [3.38, 1.15, 6.34], [3.42, 1.40, 4.98], [3.49, 2.71, 4.51], [3.52, 3.76, 5.40], [3.33, 0.06, 3.83], [4.55, 0.05, 3.06], [3.03, -1.12, 4.62], [2.16, 0.41, 2.81], [0.89, 0.59, 3.18], [0.19, 0.85, 4.77], [-1.39, 0.95, 4.07], [-1.29, 0.77, 2.75], [-0.05, 0.58, 2.24], [3.18, 4.39, 8.59], [3.25, 5.47, 7.31], [3.37, 2.02, 8.30], [3.29, 0.12, 6.68], [3.50, 2.89, 3.44], [3.55, 4.78, 5.04], [-2.28, 1.12, 4.66], [-2.01, 0.82, 0.87], [0.98, 4.94, -2.06], [1.31, 4.89, -0.67], [1.22, 3.73, 0.02], [1.62, 3.82, 1.63], [0.67, 2.36, -0.85], [1.20, 5.95, -2.37], [-0.08, 4.72, -2.21], [1.57, 4.22, -2.63], [-6.29, 2.57, -7.27], [-6.38, 3.20, -6.06], [-7.09, 4.17, -5.99], [-5.59, 2.64, -4.95], [-5.51, 3.36, -3.76], [-4.79, 2.90, -2.68], [-4.10, 1.67, -2.72], [-3.18, 1.09, -1.38], [-4.21, 0.94, -3.92], [-4.93, 1.41, -5.00], [-5.66, 1.85, -7.20], [-6.04, 4.31, -3.71], [-4.74, 3.49, -1.77], [-3.72, -0.03, -3.97], [-4.97, 0.77, -5.88], [7.17, 2.08, -3.08], [8.15, 2.05, -4.05], [9.23, 2.87, -4.33], [10.03, 2.51, -5.39], [9.76, 1.36, -6.16], [8.68, 0.55, -5.88], [7.86, 0.90, -4.80], [6.74, 0.26, -4.30], [6.37, 0.99, -3.29], [5.21, 0.68, -2.42], [4.96, 1.38, -1.25], [3.87, 1.03, -0.48], [3.04, 0.04, -0.82], [3.29, -0.64, -1.94], [4.36, -0.36, -2.77], [7.05, 2.78, -2.38], [9.44, 3.76, -3.74], [10.89, 3.12, -5.64], [10.42, 1.11, -6.98], [8.47, -0.34, -6.46], [5.59, 2.19, -0.92], [3.64, 1.55, 0.44], [2.59, -1.43, -2.18], [4.54, -0.92, -3.67]]}

=====

{"formula": "C48H44Cl5N6NaS4", "method": "the ωB97M-V functional and the def2-TZVPD basis", "homo_ev": -5.58, "de_lowest_ev": 1.2765, "symbols": ["Na", "C", "C", "N", "C", "C", "S", "C", "C", "N", "H", "H", "H", "H", "H", "H", "H", "H", "H", "H", "H", "H", "H", "H", "Cl", "C", "C", "C", "Cl", "C", "Cl", "C", "Cl", "C", "Cl", "N", "S", "N", "S", "N", "S", "N", "C", "C", "C", "C", "C", "C", "C", "C", "C", "C", "C", "C", "C", "C", "C", "C", "C", "C", "C", "C", "C", "C", "C", "C", "C", "C", "C", "C", "C", "C", "C", "C", "C", "C", "C", "C", "H", "H", "H", "H", "H", "H", "H", "H", "H", "H", "H", "H", "H", "H", "H", "H", "H", "H", "H", "H", "H", "H", "H", "H", "H", "H", "H", "H", "H", "H"], "xyz": [[-0.18, 0.94, 2.01], [-0.49, -1.65, 4.14], [-1.85, -1.32, 3.51], [-2.01, 0.11, 3.30], [-2.45, 0.88, 4.45], [-1.37, 1.16, 5.48], [0.18, 1.86, 4.82], [1.37, 0.53, 5.43], [1.67, -0.52, 4.36], [0.51, -0.79, 3.56], [-0.28, -2.72, 3.96], [-0.52, -1.50, 5.22], [-2.66, -1.74, 4.14], [-1.89, -1.80, 2.54], [-2.68, 0.25, 2.56], [-3.28, 0.37, 4.98], [-2.81, 1.84, 4.08], [-1.10, 0.26, 6.02], [-1.75, 1.89, 6.19], [0.96, 0.09, 6.34], [2.27, 1.07, 5.68], [2.08, -1.43, 4.85], [2.44, -0.12, 3.70], [0.74, -1.14, 2.64], [-0.54, 4.18, 7.04], [-1.29, 4.63, 5.55], [-1.20, 3.78, 4.46], [-1.77, 4.23, 3.29], [-1.68, 3.22, 1.88], [-2.45, 5.44, 3.19], [-3.16, 5.96, 1.70], [-2.56, 6.25, 4.32], [-3.41, 7.74, 4.24], [-1.97, 5.85, 5.51], [-2.12, 6.84, 6.91], [-0.01, -0.89, 0.83], [0.87, -1.67, 0.01], [0.38, -1.98, -1.55], [0.60, -0.91, -2.66], [0.57, 0.59, -2.39], [-0.40, 1.43, -1.29], [0.16, 1.66, 0.01], [-1.96, 0.53, -1.58], [-2.49, -0.36, -0.67], [-3.59, -1.12, -1.02], [-4.18, -0.97, -2.26], [-3.66, -0.05, -3.16], [-2.54, 0.70, -2.83], [-0.70, 2.93, -2.26], [-1.72, 3.76, -1.80], [-2.00, 4.93, -2.48], [-1.26, 5.28, -3.60], [-0.24, 4.45, -4.04], [0.05, 3.28, -3.36], [-0.58, -1.39, -3.92], [-0.66, -0.65, -5.09], [-1.62, -0.98, -6.04], [-2.48, -2.04, -5.81], [-2.38, -2.78, -4.63], [-1.43, -2.45, -3.69], [2.22, -1.19, -3.40], [2.58, -2.49, -3.73], [3.86, -2.72, -4.21], [4.75, -1.67, -4.36], [4.38, -0.38, -4.01], [3.10, -0.14, -3.53], [2.58, -1.16, -0.25], [2.95, 0.16, -0.04], [4.26, 0.53, -0.28], [5.18, -0.41, -0.72], [4.80, -1.72, -0.94], [3.49, -2.10, -0.71], [1.08, -3.36, 0.62], [1.89, -3.55, 1.73], [1.98, -4.79, 2.32], [1.26, -5.86, 1.80], [0.44, -5.67, 0.70], [0.34, -4.42, 0.11], [-1.99, -0.48, 0.28], [-4.00, -1.83, -0.32], [-5.03, -1.57, -2.54], [-4.12, 0.09, -4.13], [-2.12, 1.40, -3.53], [-2.27, 3.47, -0.92], [-2.79, 5.57, -2.13], [-1.48, 6.19, -4.13], [0.34, 4.72, -4.91], [0.84, 2.62, -3.69], [0.02, 0.18, -5.25], [-1.70, -0.41, -6.95], [-3.22, -2.30, -6.55], [-3.06, -3.60, -4.45], [-1.33, -2.99, -2.76], [1.87, -3.29, -3.60], [4.16, -3.73, -4.47], [5.75, -1.86, -4.73], [5.08, 0.43, -4.11], [2.78, 0.85, -3.23], [2.19, 0.86, 0.28], [4.56, 1.55, -0.11], [6.21, -0.12, -0.89], [5.51, -2.45, -1.30], [3.16, -3.12, -0.87], [2.46, -2.71, 2.12], [2.61, -4.94, 3.19], [1.34, -6.83, 2.25], [-0.13, -6.49, 0.30], [-0.29, -4.25, -0.74]]}

=====

{"formula": "C48H44GeN3O4S2SbW", "method": "the ωB97M-V functional and the def2-TZVPD basis", "homo_ev": [-17.95, -17.95], "spin_multiplicity": 3, "charge": 4, "symbols": ["W", "C", "C", "N", "C", "C", "S", "C", "C", "S", "C", "N", "C", "H", "H", "H", "H", "H", "H", "H", "H", "C", "C", "C", "C", "C", "C", "C", "Sb", "C", "C", "C", "C", "C", "C", "C", "C", "C", "C", "C", "C", "C", "C", "H", "H", "H", "H", "H", "H", "H", "H", "H", "H", "H", "H", "H", "H", "H", "H", "H", "H", "H", "H", "H", "Ge", "C", "C", "C", "C", "C", "C", "C", "C", "C", "C", "C", "C", "H", "H", "H", "H", "H", "H", "H", "H", "H", "H", "H", "O", "C", "O", "C", "C", "C", "C", "C", "C", "N", "O", "O", "H", "H", "H", "H"], "xyz": [[-1.03, 0.09, 1.05], [-3.18, 3.17, -0.22], [-3.48, 2.43, 1.02], [-3.03, 1.25, 1.42], [-3.58, 0.93, 2.67], [-4.46, 1.89, 3.17], [-4.59, 3.18, 2.12], [-3.25, -0.28, 3.29], [-3.81, -0.81, 4.46], [-3.16, -2.31, 4.80], [-2.13, -2.20, 3.39], [-2.30, -1.09, 2.70], [-1.17, -3.27, 3.09], [-3.12, 2.50, -1.08], [-2.24, 3.72, -0.11], [-3.96, 3.90, -0.43], [-4.99, 1.86, 4.11], [-4.57, -0.37, 5.09], [-1.25, -4.10, 3.79], [-0.16, -2.85, 3.15], [-1.32, -3.66, 2.07], [1.72, -4.21, 1.76], [2.40, -4.18, 0.43], [3.42, -5.09, 0.16], [4.10, -5.08, -1.05], [3.78, -4.14, -2.02], [2.77, -3.21, -1.77], [2.09, -3.25, -0.56], [0.45, -1.88, -0.52], [1.36, -0.38, -1.74], [0.87, -0.12, -3.02], [1.53, 0.78, -3.86], [2.64, 1.45, -3.40], [3.13, 1.20, -2.12], [2.52, 0.28, -1.27], [3.15, -0.02, 0.06], [-1.02, -2.68, -1.82], [-0.62, -3.36, -2.96], [-1.57, -3.91, -3.80], [-2.92, -3.79, -3.49], [-3.32, -3.12, -2.34], [-2.37, -2.57, -1.49], [-2.82, -1.88, -0.23], [2.32, -4.72, 2.50], [0.76, -4.73, 1.70], [1.56, -3.18, 2.12], [3.69, -5.81, 0.91], [4.89, -5.80, -1.23], [4.32, -4.11, -2.95], [2.56, -2.47, -2.53], [0.03, -0.69, -3.41], [1.17, 0.93, -4.87], [3.16, 2.15, -4.04], [4.02, 1.71, -1.78], [3.92, 0.71, 0.31], [3.61, -1.01, 0.05], [2.41, -0.02, 0.89], [0.43, -3.48, -3.20], [-1.27, -4.43, -4.70], [-3.66, -4.24, -4.14], [-4.37, -3.04, -2.10], [-3.90, -1.75, -0.16], [-2.45, -0.80, -0.23], [-2.49, -2.40, 0.68], [-0.80, 1.30, -1.30], [0.18, 2.94, -1.25], [1.18, 3.17, -0.30], [1.86, 4.37, -0.28], [1.55, 5.36, -1.20], [0.54, 5.16, -2.14], [-0.14, 3.95, -2.17], [-1.91, 1.07, -2.87], [-3.20, 0.53, -2.79], [-4.02, 0.49, -3.90], [-3.56, 0.98, -5.12], [-2.29, 1.52, -5.21], [-1.47, 1.58, -4.10], [0.43, 0.59, 0.42], [1.43, 2.40, 0.43], [2.64, 4.54, 0.45], [2.08, 6.30, -1.18], [0.30, 5.94, -2.84], [-0.91, 3.81, -2.90], [-3.59, 0.16, -1.85], [-5.02, 0.08, -3.83], [-4.20, 0.94, -5.99], [-1.93, 1.91, -6.16], [-0.48, 2.02, -4.18], [0.42, -0.38, 2.54], [0.51, 0.86, 2.89], [-0.43, 1.57, 2.34], [1.52, 1.42, 3.73], [2.49, 0.57, 4.30], [3.48, 1.12, 5.09], [3.48, 2.49, 5.29], [2.54, 3.35, 4.74], [1.54, 2.80, 3.95], [4.55, 3.08, 6.13], [4.61, 4.27, 6.15], [5.26, 2.30, 6.70], [2.46, -0.49, 4.11], [4.24, 0.52, 5.57], [2.61, 4.41, 4.94], [0.79, 3.44, 3.51]]}

=====

no.,total energy (eV)
1,-209345.092
2,-134356.179
3,-169791.071
4,-149657.281